C17H15Cl2F6O3PPt | wB97M-V/def2-TZVPD

```
45
Properties=species:S:1:pos:R:3:mulliken_spin:R:1
Pt -1.788 0.465 -1.471 0.107
Cl 4.134 4.651 -1.338 0.072
C 2.956 3.428 -1.417 0.217
C 3.339 2.087 -1.307 -0.092
C 2.394 1.094 -1.341 0.158
Cl 2.863 -0.538 -1.199 0.046
C 0.997 1.402 -1.508 0.092
O 0.166 0.439 -1.500 0.264
C 0.654 2.777 -1.657 0.066
C -0.714 3.160 -1.871 -0.011
O -1.666 2.396 -1.980 0.035
C 1.611 3.764 -1.598 0.034
H 4.383 1.832 -1.186 -0.001
H -0.923 4.229 -1.969 0.000
H 1.323 4.803 -1.692 -0.001
F -3.664 -0.184 -2.862 0.003
P -4.923 0.061 -1.778 0.000
F -5.947 0.410 -0.639 0.000
F -5.556 1.093 -2.783 0.000
F -5.704 -1.175 -2.340 0.000
F -3.878 1.331 -1.212 0.000
F -4.083 -0.886 -0.747 0.001
C 2.453 -0.631 3.980 0.000
C 1.594 -1.073 2.829 -0.001
C 1.957 -2.149 2.030 0.000
C 1.179 -2.567 0.961 -0.002
C 1.657 -3.728 0.116 0.000
C -0.003 -1.857 0.678 0.009
C -0.704 -2.208 -0.532 0.009
O -1.451 -1.536 -1.269 -0.003
C -0.435 -0.819 1.530 -0.003
C -1.808 -0.252 1.396 -0.004
C 0.381 -0.424 2.569 0.000
H 3.364 -1.222 4.057 0.000
H 1.903 -0.719 4.919 0.000
H 2.726 0.421 3.871 0.000
H 2.883 -2.675 2.240 0.000
H 2.589 -4.123 0.515 0.000
H 1.832 -3.436 -0.921 0.001
H 0.931 -4.543 0.116 0.000
H -0.530 -3.218 -0.907 0.000
H -2.558 -1.024 1.228 0.001
H -1.895 0.417 0.514 0.002
H -2.095 0.347 2.257 0.000
H 0.056 0.380 3.221 0.000
```

* electronic energy: -77896.2554 eV
* HOMO level (spin up / spin down): -12.434 / -12.425 eV
* gap between HOMO and LUMO (spin up / spin down): 7.17 / 4.75 eV
* charge: +1
* energy relative to the best compared isomer or geometry (same formula, charge and spin): 10.3 kcal/mol
* spin multiplicity: 2

***

C17H15Li3N3O5 | wB97M-V/def2-TZVPD

```
43
Properties=species:S:1:pos:R:3:mulliken_charge:R:1
Li -32.364 -5.018 21.111 0.842
Li -32.925 -1.325 18.637 0.840
Li -29.203 -2.940 19.599 0.789
C -31.639 -3.050 19.774 1.320
O -31.086 -2.043 19.206 -0.952
O -30.879 -4.013 20.087 -0.954
O -32.877 -3.143 20.015 -0.946
C -35.429 -6.292 16.421 -0.573
C -34.738 -5.844 17.565 -0.171
C -35.451 -5.285 18.609 -0.224
C -36.843 -5.224 18.606 0.033
C -37.539 -5.608 17.469 -0.417
C -36.800 -6.157 16.406 -0.343
N -37.547 -4.763 19.804 0.993
O -38.710 -4.461 19.709 -0.566
O -36.909 -4.776 20.841 -0.576
H -34.805 -6.667 15.622 0.385
H -33.669 -5.810 17.727 0.394
H -34.782 -4.937 19.385 0.254
H -38.615 -5.633 17.400 0.444
H -37.382 -6.588 15.602 0.352
N -27.500 -4.200 21.045 -0.137
C -26.479 -3.814 21.833 -0.244
C -25.811 -4.706 22.647 -0.614
C -26.127 -6.061 22.650 -0.151
C -27.258 -6.430 21.921 -0.600
C -27.851 -5.480 21.105 -0.094
H -26.250 -2.767 21.689 0.426
H -24.899 -4.388 23.140 0.327
H -25.527 -6.751 23.223 0.411
H -27.574 -7.463 21.881 0.364
H -28.747 -5.801 20.580 0.346
N -28.691 -1.177 20.834 -0.051
C -29.379 -1.456 21.958 0.184
C -29.554 -0.539 22.974 -0.749
C -29.087 0.759 22.879 -0.225
C -28.438 1.051 21.678 -0.448
C -28.214 0.065 20.739 -0.503
H -29.796 -2.444 22.102 0.276
H -30.078 -0.847 23.873 0.360
H -29.353 1.437 23.677 0.405
H -28.178 2.097 21.564 0.373
H -27.644 0.329 19.857 0.417
```

* electronic energy: -33191.9868 eV
* HOMO level: -12.173 eV
* gap between HOMO and LUMO: 9.05 eV
* charge: +1
* energy relative to the best compared isomer or geometry (same formula, charge and spin): 14.2 kcal/mol

***

C17H15N3O3 | wB97M-V/def2-TZVPD

```
38
Properties=species:S:1:pos:R:3:mulliken_charge:R:1
C -5.838 -1.298 -0.722 -1.410
C -4.560 -0.741 -0.175 0.805
C -4.577 0.268 0.779 -0.733
C -3.400 0.774 1.299 -0.553
C -2.176 0.276 0.868 0.136
N -0.983 0.785 1.430 -0.058
C 0.091 1.337 0.816 0.371
O 1.088 1.617 1.450 -0.686
C -0.064 1.625 -0.669 -0.732
C 1.289 1.902 -1.326 -0.854
N 2.288 0.934 -0.923 0.165
C 3.525 1.342 -0.436 0.394
O 3.940 2.468 -0.456 -0.631
C 4.186 0.098 0.043 0.542
C 5.415 -0.129 0.623 -0.509
C 5.693 -1.457 0.958 -0.262
N 4.870 -2.467 0.750 -0.611
C 3.688 -2.243 0.189 -0.463
C 3.308 -0.967 -0.179 0.357
C 2.070 -0.425 -0.791 0.309
O 1.073 -1.017 -1.126 -0.646
C -2.147 -0.751 -0.069 -0.031
C -3.331 -1.243 -0.586 -0.805
H -6.611 -0.534 -0.758 0.373
H -5.691 -1.701 -1.721 0.366
H -6.195 -2.106 -0.082 0.282
H -5.522 0.665 1.120 0.369
H -3.424 1.559 2.041 0.458
H -0.907 0.739 2.439 0.295
H -0.556 0.789 -1.160 0.443
H -0.702 2.506 -0.776 0.474
H 1.181 1.887 -2.416 0.298
H 1.680 2.874 -1.016 0.412
H 6.115 0.669 0.812 0.468
H 6.634 -1.721 1.423 0.374
H 3.050 -3.103 0.041 0.448
H -1.202 -1.172 -0.380 0.466
H -3.297 -2.040 -1.314 0.380
```

* electronic energy: -28486.8091 eV
* HOMO level: -8.868 eV
* gap between HOMO and LUMO: 8.35 eV
* charge: 0
* energy relative to the best compared isomer or geometry (same formula, charge and spin): 6.6 kcal/mol
* SMILES string: Cc1ccc(NC(=O)CCN2C(=O)c3ccncc3C2=O)cc1

***

C17H15N3O3S3 | wB97M-V/def2-TZVPD

```
41
Properties=species:S:1:pos:R:3:mulliken_charge:R:1
C -2.144 1.280 2.912 -1.397
C -0.949 2.097 2.305 -0.294
H -1.154 2.701 1.405 0.375
H -0.429 2.718 3.178 0.230
O 0.147 1.433 1.982 -0.172
C 0.042 0.707 0.879 0.782
O -0.948 0.910 0.235 -0.577
C 1.231 -0.166 0.362 -0.318
C 1.169 -0.926 -0.773 -0.336
N 0.047 -0.807 -1.708 0.042
C 0.127 -1.820 -2.811 0.342
O 0.963 -2.540 -3.011 -0.432
C -1.277 -1.187 -3.630 -0.615
H -1.306 -2.278 -4.419 0.286
H -1.066 -0.319 -4.181 0.397
S -2.796 -1.422 -2.548 -0.112
C -2.950 0.394 -2.174 0.534
N -2.067 1.207 -2.646 0.235
N -2.236 2.402 -2.415 -0.957
C -3.211 2.365 -1.342 -0.132
S -3.886 1.016 -1.095 -0.243
H -3.458 3.205 -0.792 0.567
H -0.521 -0.201 -1.525 0.224
S 2.317 -2.295 -0.799 -0.034
C 3.198 -1.564 0.407 -0.572
C 2.246 -0.630 1.122 0.485
C 2.592 0.132 2.544 0.861
C 2.966 -0.867 3.479 -1.370
C 3.277 -0.248 4.916 -0.636
C 3.448 1.142 4.878 -0.386
C 3.431 1.907 3.631 -0.412
C 3.013 1.481 2.502 -0.448
H 2.810 1.934 1.614 0.666
H 3.500 3.116 3.827 0.151
H 3.830 1.665 5.834 0.256
H 3.496 -0.977 5.557 0.502
H 2.769 -1.721 3.440 0.996
H 3.768 -2.285 1.098 0.297
H -1.763 0.615 3.703 0.336
H -2.697 1.899 3.356 0.606
H -2.689 0.713 2.150 0.273
```

* electronic energy: -60978.2047 eV
* HOMO level: -7.782 eV
* gap between HOMO and LUMO: 8.14 eV
* charge: 0
* energy relative to the best compared isomer or geometry (same formula, charge and spin): 302.6 kcal/mol

***

C17H15N5OS2 | wB97M-V/def2-TZVPD

```
40
Properties=species:S:1:pos:R:3:mulliken_charge:R:1
C -4.782 1.284 3.386 -1.009
C -3.502 1.250 4.214 -0.568
N -2.464 2.024 3.594 0.709
N -2.096 3.244 4.001 -0.391
N -1.182 3.651 3.226 -0.626
N -0.899 2.760 2.287 -0.156
C -1.702 1.735 2.508 0.482
S -1.810 0.264 1.612 -0.240
C -0.428 0.609 0.475 -0.647
C -0.508 -0.432 -0.624 0.575
O -1.530 -1.048 -0.834 -0.618
N 0.651 -0.659 -1.307 0.461
C 0.734 -1.769 -2.190 -0.124
C -0.213 -1.966 -3.184 -0.370
C -0.133 -3.080 -4.002 -0.775
C 0.899 -3.991 -3.845 -0.522
C 1.862 -3.786 -2.875 -0.547
C 1.779 -2.677 -2.047 0.638
S 3.015 -2.427 -0.801 -0.318
C 3.029 -0.658 -0.819 0.586
C 4.215 0.021 -0.575 -0.497
C 4.240 1.402 -0.623 -0.555
C 3.093 2.106 -0.953 -0.813
C 1.911 1.431 -1.200 -0.023
C 1.858 0.047 -1.093 -0.258
H -5.556 0.711 3.889 0.356
H -5.126 2.308 3.265 0.318
H -4.609 0.848 2.404 0.335
H -3.666 1.686 5.201 0.325
H -3.145 0.221 4.318 0.325
H -0.580 1.621 0.103 0.296
H 0.509 0.567 1.031 0.453
H -1.020 -1.261 -3.292 0.427
H -0.882 -3.235 -4.762 0.378
H 0.958 -4.860 -4.481 0.389
H 2.676 -4.482 -2.742 0.387
H 5.104 -0.545 -0.347 0.385
H 5.161 1.928 -0.421 0.392
H 3.115 3.182 -1.021 0.384
H 1.022 1.976 -1.475 0.456
```

* electronic energy: -49040.5202 eV
* HOMO level: -8.384 eV
* gap between HOMO and LUMO: 9.03 eV
* charge: 0
* energy relative to the best compared isomer or geometry (same formula, charge and spin): 28.7 kcal/mol
* SMILES string: CCn1nnnc1SCC(=O)N1c2ccccc2Sc2ccccc21